*i*
{
  "formula": "C4H7NO",
  "method": "ωB97M-V/def2-TZVPD",
  "charge": 0,
  "smiles": "C1=NCCCO1",
  "homo_ha": -0.3547,
  "homo_lumo_gap_ev": 10.62,
  "spin_multiplicity": 1,
  "symbols": ["O", "N", "C", "C", "C", "C", "H", "H", "H", "H", "H", "H", "H"],
  "positions_angstrom": [[-1.6237, 0.2124, 0.1318], [0.2152, 1.5702, -0.4547], [1.1783, 0.5394, -0.0981], [0.5941, -0.7759, 0.4450], [-1.0160, 1.3487, -0.2860], [-0.8381, -0.9688, -0.0305], [-1.7512, 2.1279, -0.4844], [-1.3500, -1.7446, 0.5432], [1.1937, -1.6295, 0.1078], [-0.8651, -1.2456, -1.0920], [0.6153, -0.7792, 1.5391], [1.8346, 0.9811, 0.6601], [1.8088, 0.3592, -0.9751]],
  "lowdin_charge": [-0.059, 0.051, -0.224, -0.161, -0.243, -0.186, 0.127, 0.123, 0.113, 0.129, 0.111, 0.111, 0.109]
}

=====

*ii*
{
  "formula": "C4H7NO",
  "method": "ωB97M-V/def2-TZVPD",
  "charge": 0,
  "smiles": "O[C@H]1CN2C[C@@H]12",
  "homo_ha": -0.3516,
  "homo_lumo_gap_ev": 10.44,
  "spin_multiplicity": 1,
  "symbols": ["O", "N", "C", "C", "C", "C", "H", "H", "H", "H", "H", "H", "H"],
  "positions_angstrom": [[-1.8430, -0.8130, 0.7816], [0.8303, 0.7633, -0.7035], [1.4886, -0.3446, -0.0347], [-0.2476, 1.1799, 0.2553], [0.2145, -0.6250, -0.7316], [-1.0553, -0.0824, -0.1141], [1.6050, -0.3146, 1.0475], [-1.2666, -1.3556, 1.3310], [0.1044, 1.2166, 1.2940], [-0.7009, 2.1378, -0.0057], [-1.7205, 0.1905, -0.9381], [0.2207, -1.2698, -1.6070], [2.3703, -0.6830, -0.5748]],
  "lowdin_charge": [-0.008, -0.018, -0.136, -0.115, -0.186, -0.350, 0.107, 0.094, 0.113, 0.110, 0.150, 0.131, 0.109]
}

=====

*iii*
{
  "formula": "C4H7NO",
  "method": "ωB97M-V/def2-TZVPD",
  "charge": 0,
  "smiles": "O=CN1CCC1",
  "homo_ha": -0.3449,
  "homo_lumo_gap_ev": 10.30,
  "spin_multiplicity": 1,
  "symbols": ["O", "N", "C", "C", "C", "C", "H", "H", "H", "H", "H", "H", "H"],
  "positions_angstrom": [[2.3357, 1.4029, -0.6810], [0.5566, 0.0349, -0.3382], [-0.1629, -1.1159, 0.2043], [-1.4029, -0.2040, 0.3664], [1.8755, 0.2979, -0.4680], [-0.5267, 0.9822, -0.1044], [-1.7867, -0.1290, 1.3847], [-0.2771, -1.9464, -0.4992], [-0.2866, 1.7182, 0.6698], [0.2549, -1.4923, 1.1440], [2.5036, -0.6086, -0.3671], [-0.8589, 1.5091, -1.0023], [-2.2245, -0.4490, -0.3091]],
  "lowdin_charge": [0.018, -0.099, -0.137, -0.120, -0.339, -0.125, 0.101, 0.111, 0.120, 0.114, 0.137, 0.117, 0.102]
}

=====

On energetic grounds, *i* is preferred over the next structure by 0.143 eV.

=====

*i*
{
  "formula": "C4H7NO",
  "method": "ωB97M-V/def2-TZVPD",
  "charge": 0,
  "homo_ha": -0.3014,
  "homo_lumo_gap_ev": 9.25,
  "spin_multiplicity": 1,
  "symbols": ["O", "N", "C", "C", "C", "C", "H", "H", "H", "H", "H", "H", "H"],
  "positions_angstrom": [[-0.2347, 0.9666, -1.5424], [-1.4722, -0.4344, 0.6472], [1.5634, 0.8078, 0.0350], [-1.8594, 0.7168, 0.6973], [-0.8510, -1.5246, 0.3894], [0.6810, 0.3232, -1.0854], [2.4044, 1.3498, -0.4140], [-0.3224, -2.0504, 1.1756], [1.9712, -0.0193, 0.6250], [-2.8897, 0.9798, 0.9258], [-0.9334, -1.9464, -0.6062], [0.9423, -0.6659, -1.5181], [1.0005, 1.4970, 0.6708]],
  "lowdin_charge": [0.004, -0.130, -0.064, 0.083, -0.055, -0.384, 0.083, 0.074, 0.073, 0.055, 0.079, 0.108, 0.074]
}

=====

*ii*
{
  "formula": "C4H7NO",
  "method": "ωB97M-V/def2-TZVPD",
  "charge": 0,
  "smiles": "[H]/N=C1/CCCO1",
  "homo_ha": -0.3655,
  "homo_lumo_gap_ev": 10.90,
  "spin_multiplicity": 1,
  "symbols": ["O", "N", "C", "C", "C", "C", "H", "H", "H", "H", "H", "H", "H"],
  "positions_angstrom": [[0.6416, 0.9495, -0.7011], [2.3031, 0.2281, 0.7202], [-1.1064, -0.5338, -0.2648], [1.1492, 0.0910, 0.2316], [0.1166, -0.9705, 0.5639], [-0.7773, 0.9331, -0.5849], [-0.0737, -0.9982, 1.6420], [0.4978, -1.9600, 0.2900], [-1.1818, 1.3364, -1.5152], [2.6988, 1.0772, 0.3103], [-1.1562, -1.1139, -1.1917], [-1.0568, 1.6126, 0.2336], [-2.0547, -0.6515, 0.2660]],
  "lowdin_charge": [-0.037, 0.152, -0.150, -0.464, -0.099, -0.174, 0.120, 0.120, 0.123, 0.062, 0.112, 0.126, 0.110]
}

=====

On energetic grounds, *ii* is preferred over the next structure by 3.140 eV.

=====

*i*
{
  "formula": "C4H7NO",
  "method": "ωB97M-V/def2-TZVPD",
  "charge": 0,
  "smiles": "C[C@H]1NCC1=O",
  "homo_ha": -0.3450,
  "homo_lumo_gap_ev": 10.31,
  "spin_multiplicity": 1,
  "symbols": ["O", "N", "C", "C", "C", "C", "H", "H", "H", "H", "H", "H", "H"],
  "positions_angstrom": [[0.5351, 2.1499, 0.5914], [0.6891, -1.0912, -0.0789], [0.5647, 0.9864, 0.3033], [-1.6924, -0.0765, -0.2907], [1.6470, 0.1214, -0.3155], [-0.3964, -0.2682, 0.4990], [0.9623, -1.8403, 0.5484], [-2.3973, -0.9183, -0.2782], [2.6652, 0.4332, 0.0503], [-1.4598, 0.1660, -1.3307], [1.7481, 0.1399, -1.3948], [-2.1953, 0.7826, 0.1709], [-0.6704, -0.5850, 1.5255]],
  "lowdin_charge": [0.108, -0.013, -0.353, -0.061, -0.071, -0.312, 0.092, 0.075, 0.131, 0.080, 0.100, 0.082, 0.143]
}

=====

*ii*
{
  "formula": "C4H7NO",
  "method": "ωB97M-V/def2-TZVPD",
  "charge": 0,
  "smiles": "O=CC[C@H]1CN1",
  "homo_ha": -0.3550,
  "homo_lumo_gap_ev": 10.76,
  "spin_multiplicity": 1,
  "symbols": ["O", "N", "C", "C", "C", "C", "H", "H", "H", "H", "H", "H", "H"],
  "positions_angstrom": [[1.1997, 1.9483, 0.5051], [-1.2792, -1.2895, 0.0150], [1.0224, -0.3641, -0.0446], [-1.5172, 0.0768, -0.3899], [1.7407, 0.9434, 0.1034], [-0.3785, -0.2712, 0.5101], [-2.3655, 0.5630, 0.1026], [-0.6014, 0.4545, 1.2773], [2.8122, 0.9547, -0.1857], [-1.2651, 0.4531, -1.3714], [0.9484, -0.5959, -1.1173], [-1.9758, -1.6276, 0.6678], [1.6630, -1.1705, 0.3522]],
  "lowdin_charge": [0.048, 0.025, -0.127, -0.160, -0.257, -0.341, 0.111, 0.130, 0.120, 0.104, 0.128, 0.095, 0.125]
}

=====

On energetic grounds, *i* is preferred over the next structure by 0.404 eV.

=====

*i*
{
  "formula": "C4H7NO",
  "method": "ωB97M-V/def2-TZVPD",
  "charge": 0,
  "homo_ha": -0.2974,
  "homo_lumo_gap_ev": 8.20,
  "spin_multiplicity": 1,
  "symbols": ["O", "N", "C", "C", "C", "C", "H", "H", "H", "H", "H", "H", "H"],
  "positions_angstrom": [[-1.8233, 0.1223, -0.1251], [0.0601, 1.3900, -0.4836], [0.7775, 0.3034, -0.7635], [-0.9692, -1.0405, -0.0803], [-1.1692, 1.2978, -0.1515], [0.4789, -0.7115, 0.3243], [-1.7961, 2.1544, 0.0704], [2.9035, 0.9148, 0.2972], [-1.4213, -1.7156, 0.6474], [0.4854, -0.3167, 1.3482], [2.6433, 0.7353, -0.3846], [1.0914, -1.6154, 0.2700], [-1.0032, -1.5020, -1.0719]],
  "lowdin_charge": [-0.047, 0.047, -0.115, -0.162, -0.210, -0.223, 0.135, 0.074, 0.132, 0.117, 0.018, 0.106, 0.128]
}

=====

*ii*
{
  "formula": "C4H7NO",
  "method": "ωB97M-V/def2-TZVPD",
  "charge": 0,
  "homo_ha": -0.3152,
  "homo_lumo_gap_ev": 9.33,
  "spin_multiplicity": 1,
  "symbols": ["O", "N", "C", "C", "C", "C", "H", "H", "H", "H", "H", "H", "H"],
  "positions_angstrom": [[-0.5777, 1.9673, 2.2618], [1.1751, -1.3217, -0.3085], [0.4501, -0.4046, 0.5338], [-0.1692, -1.0981, -0.8293], [-0.3582, 0.5141, -0.1547], [-0.1721, 0.1485, -1.6150], [1.2491, -2.2223, 0.1634], [0.1519, 2.5336, 1.9836], [-0.8940, 1.5964, 1.4108], [0.3301, -0.6040, 1.5984], [0.7987, 0.3260, -2.0811], [-0.9585, -1.8332, -0.7229], [-1.0255, 0.3979, -2.2401]],
  "lowdin_charge": [-0.114, 0.069, -0.182, -0.227, -0.027, -0.129, 0.113, 0.027, -0.035, 0.133, 0.119, 0.151, 0.102]
}

=====

On energetic grounds, *i* is preferred over the next structure by 0.137 eV.

=====

*i*
{
  "formula": "C4H7NO",
  "method": "ωB97M-V/def2-TZVPD",
  "charge": 0,
  "homo_ha": -0.3336,
  "homo_lumo_gap_ev": 9.53,
  "spin_multiplicity": 1,
  "symbols": ["O", "N", "C", "C", "C", "C", "H", "H", "H", "H", "H", "H", "H"],
  "positions_angstrom": [[-0.8132, -1.5869, -0.5694], [-0.7554, 1.0238, -1.4424], [-0.3124, -0.7864, 0.1881], [0.6504, 1.1528, -1.7534], [0.0001, -1.1025, 1.6324], [-0.0724, 0.6463, -0.2602], [-1.1201, 0.1694, -1.8552], [0.9261, 2.1952, -1.5264], [-0.0797, -2.1766, 1.8123], [-0.7090, -0.5807, 2.2859], [1.1609, 0.4341, -0.8887], [0.0431, 1.3758, 0.5301], [1.0031, -0.7531, 1.8970]],
  "lowdin_charge": [0.096, -0.047, -0.412, -0.036, -0.010, -0.270, 0.091, 0.063, 0.087, 0.094, 0.119, 0.135, 0.088]
}

=====

*ii*
{
  "formula": "C4H7NO",
  "method": "ωB97M-V/def2-TZVPD",
  "charge": 0,
  "homo_ha": [-0.2689, -0.2609],
  "homo_lumo_gap_ev": [8.31, 7.98],
  "spin_multiplicity": 1,
  "symbols": ["O", "N", "C", "C", "C", "C", "H", "H", "H", "H", "H", "H", "H"],
  "positions_angstrom": [[-1.1048, -0.4368, -1.2229], [0.6872, -0.4456, 0.1025], [0.1769, -0.3533, 1.4971], [-0.8149, 0.8502, -1.0198], [-0.1767, -1.2136, -0.6999], [0.6131, 0.8406, -0.6134], [-1.3719, 1.5629, -1.6073], [-0.9184, -0.4147, 1.5674], [0.9708, 1.6625, 0.0084], [-0.4377, -2.2474, -0.5291], [0.6204, -1.1549, 2.0927], [1.2673, 0.7484, -1.5081], [0.4886, 0.6015, 1.9325]],
  "lowdin_charge": [-0.005, -0.156, -0.076, -0.120, -0.181, -0.180, 0.104, 0.086, 0.118, 0.124, 0.079, 0.126, 0.081]
}

=====

On energetic grounds, *ii* is preferred over the next structure by 0.138 eV.

=====

*i*
{
  "formula": "CH2N2O2S",
  "method": "ωB97M-V/def2-TZVPD",
  "charge": 0,
  "homo_ha": [-0.3017, -0.3019],
  "homo_lumo_gap_ev": [6.86, 6.87],
  "spin_multiplicity": 1,
  "symbols": ["S", "O", "O", "N", "N", "C", "H", "H"],
  "positions_angstrom": [[2.7464, 0.1831, -0.2197], [0.4921, -1.9829, 0.4141], [0.9791, -0.1463, -0.7796], [-1.7967, 0.4090, -0.5762], [-1.4614, -0.6582, -0.9535], [0.3328, -1.0902, -0.3263], [2.9521, -1.0066, 0.5812], [-2.8879, 0.6779, -0.7726]],
  "lowdin_charge": [0.767, 0.120, -0.317, -0.028, 0.019, -0.607, -0.084, 0.129]
}

=====

*ii*
{
  "formula": "CH2N2O2S",
  "method": "ωB97M-V/def2-TZVPD",
  "charge": 0,
  "homo_ha": -0.3784,
  "homo_lumo_gap_ev": 8.75,
  "spin_multiplicity": 1,
  "symbols": ["S", "O", "O", "N", "N", "C", "H", "H"],
  "positions_angstrom": [[0.9865, 1.3325, -2.1527], [0.0473, 1.2480, -1.0859], [2.2953, 1.6180, -1.7022], [-0.7755, -2.6741, 0.4518], [-0.6273, -0.3146, 1.3571], [-0.7295, -1.5664, 0.7863], [-1.4083, 0.2174, 1.1053], [0.2115, 0.1392, 1.2403]],
  "lowdin_charge": [0.884, -0.445, -0.415, 0.110, 0.107, -0.353, 0.067, 0.045]
}

=====

On energetic grounds, *ii* is preferred over the next structure by 3.162 eV.